Formula: C37H70BN3O14S6
Source: the Open Molecules 2025 dataset
Level of theory: wB97M-V/def2-TZVPD

```
131
Properties=species:S:1:pos:R:3
C 4.69 0.54 -3.93
C 3.37 1.46 -4.23
B 2.47 1.00 -5.53
O 3.20 0.30 -6.65
C 0.85 1.17 -5.72
O 0.04 0.04 -5.24
C -0.84 0.59 -4.18
O -1.19 0.05 -3.01
C -1.31 2.04 -4.78
C -2.29 2.10 -6.10
C -3.57 1.08 -6.06
C -4.67 1.48 -4.87
C -6.17 1.17 -5.53
C -7.33 0.88 -4.39
C -8.27 2.23 -4.27
C -9.81 1.95 -3.76
S -10.97 1.36 -5.15
C -12.71 2.06 -4.83
N -13.27 2.76 -3.59
N -14.60 3.17 -3.79
C -14.88 2.69 -5.21
O -13.75 2.01 -5.87
C 0.12 2.61 -5.42
C 0.89 3.76 -4.54
N 0.14 5.10 -4.53
C 1.09 6.06 -3.80
H 5.60 1.28 -3.74
H 4.54 -0.01 -2.89
H 4.99 -0.19 -4.80
H 2.63 1.49 -3.29
H 3.77 2.56 -4.44
H 4.15 0.62 -6.69
H 0.74 1.09 -6.91
H -1.66 2.72 -3.88
H -1.63 1.80 -7.05
H -2.61 3.23 -6.27
H -4.15 1.22 -7.08
H -3.27 -0.07 -6.02
H -4.56 2.59 -4.50
H -4.54 0.75 -3.95
H -6.04 0.21 -6.22
H -6.41 2.08 -6.24
H -6.89 0.52 -3.36
H -8.05 0.04 -4.83
H -8.32 2.70 -5.36
H -7.70 2.97 -3.56
H -9.78 1.05 -2.98
H -10.22 2.95 -3.30
H -15.92 2.88 -5.72
H 0.04 3.10 -6.48
H 1.18 3.39 -3.45
H 1.93 3.97 -5.09
H 0.13 5.47 -5.52
H 1.00 5.79 -2.66
H 0.82 7.19 -3.97
H 2.23 5.89 -4.09
O 0.31 1.98 2.44
S -0.89 1.92 1.62
O -1.49 3.10 1.03
C -0.63 0.71 0.33
C -1.08 -0.60 0.95
C -2.38 -0.28 1.70
C -2.14 1.00 2.50
H 0.42 0.70 0.04
H -1.26 0.99 -0.52
H -1.23 -1.37 0.20
H -0.33 -0.96 1.66
H -3.18 -0.11 0.98
H -2.68 -1.10 2.35
H -3.04 1.60 2.58
H -1.75 0.78 3.50
O 5.08 3.72 6.76
S 3.74 4.27 6.68
O 3.12 4.97 7.78
C 3.64 5.29 5.22
C 3.23 4.33 4.12
C 2.14 3.44 4.73
C 2.64 2.99 6.10
H 4.60 5.77 5.03
H 2.87 6.04 5.39
H 2.86 4.86 3.23
H 4.08 3.71 3.81
H 1.22 4.01 4.84
H 1.92 2.58 4.09
H 1.81 2.87 6.81
H 3.21 2.06 6.03
O -2.39 -3.54 2.71
S -3.59 -3.60 1.89
O -4.19 -2.42 1.31
C -3.33 -4.81 0.61
C -3.78 -6.12 1.23
C -5.08 -5.80 1.97
C -4.84 -4.52 2.78
H -2.28 -4.82 0.31
H -3.96 -4.54 -0.24
H -3.93 -6.90 0.47
H -3.03 -6.49 1.94
H -5.88 -5.64 1.25
H -5.38 -6.63 2.63
H -5.74 -3.92 2.86
H -4.45 -4.75 3.78
O 6.30 -3.16 4.80
S 5.40 -2.06 5.06
O 4.77 -1.30 3.99
C 4.15 -2.61 6.19
C 4.74 -2.35 7.57
C 5.39 -0.97 7.48
C 6.20 -0.93 6.19
H 3.92 -3.67 6.01
H 3.25 -2.01 6.02
H 3.97 -2.39 8.35
H 5.50 -3.10 7.80
H 4.61 -0.20 7.45
H 6.02 -0.76 8.35
H 6.21 0.07 5.75
H 7.23 -1.28 6.35
O 9.74 -8.17 2.91
S 9.72 -6.90 2.22
O 10.27 -6.73 0.89
C 8.05 -6.28 2.22
C 7.95 -5.48 3.51
C 9.25 -4.68 3.61
C 10.40 -5.65 3.29
H 7.34 -7.11 2.18
H 7.92 -5.64 1.35
H 7.07 -4.82 3.51
H 7.86 -6.15 4.37
H 9.24 -3.87 2.87
H 9.38 -4.23 4.59
H 11.22 -5.14 2.79
H 10.76 -6.14 4.20
```

SMILES: CCB(O)[C@H]1OC(=O)[C@H](CCCCCCCSc2nnco2)[C@H]1CNC.O=S1(=O)CCCC1.O=S1(=O)CCCC1.O=S1(=O)CCCC1.O=S1(=O)CCCC1.O=S1(=O)CCCC1
HOMO, eV: -8.58
HOMO-LUMO gap, Eh: 0.322

Atom charges from the Löwdin analysis, given in e for atoms 1 to 2:
1 C -0.141
2 C -0.176



Formula: C37H70F9N6O7PS
Source: the Open Molecules 2025 dataset
Level of theory: wB97M-V/def2-TZVPD

```
131
Properties=species:S:1:pos:R:3
C 1.86 -1.86 4.95
P 1.74 -0.41 3.82
C 1.43 1.06 4.89
C 0.19 -0.53 2.84
C -1.05 -0.35 3.37
C -2.19 -0.39 2.63
C -3.48 -0.11 3.35
F -3.37 -0.47 4.65
F -3.76 1.20 3.34
C -4.72 -0.87 2.85
F -5.79 -0.37 3.52
F -4.96 -0.65 1.56
C -4.70 -2.42 3.13
F -3.48 -2.86 3.46
F -5.05 -3.04 1.99
C -5.70 -2.90 4.20
F -5.45 -4.21 4.39
F -5.53 -2.29 5.36
F -6.95 -2.80 3.78
C -2.10 -0.65 1.29
C -0.88 -0.86 0.76
C 0.27 -0.79 1.50
C 1.45 -1.07 0.57
O 2.62 -0.82 0.68
N 0.85 -1.67 -0.60
C 0.70 -3.15 -0.56
C 1.88 -3.91 0.03
C 1.76 -4.06 1.55
S 1.15 -5.75 1.93
C -0.49 -1.16 -0.66
O -1.12 -0.98 -1.69
H 2.36 -2.67 4.44
H 2.49 -1.54 5.77
H 0.91 -2.16 5.39
H 2.36 1.49 5.25
H 0.90 1.80 4.31
H 0.81 0.80 5.75
H -1.12 -0.15 4.42
H -2.97 -0.68 0.66
H 0.59 -3.48 -1.59
H -0.20 -3.45 -0.01
H 1.82 -4.92 -0.37
H 2.85 -3.53 -0.26
H 1.04 -3.37 1.98
H 2.73 -3.95 2.02
H 1.11 -5.67 3.27
C 6.77 0.73 -0.24
O 7.16 1.48 0.90
C 6.91 2.87 0.81
C 5.47 3.28 1.13
C 4.49 2.99 0.00
N 4.97 2.64 2.35
H 6.92 1.29 -1.17
H 5.73 0.41 -0.16
H 7.40 -0.16 -0.27
H 7.57 3.33 1.55
H 7.22 3.26 -0.17
H 5.47 4.36 1.29
H 4.24 1.93 -0.07
H 3.55 3.52 0.17
H 4.89 3.32 -0.96
H 5.55 2.91 3.14
H 5.13 1.64 2.26
C -3.06 5.69 3.39
O -1.70 5.55 3.04
C -0.79 6.33 3.79
C -0.38 5.71 5.14
C -1.45 5.83 6.22
N -0.01 4.30 5.00
H -3.29 6.71 3.71
H -3.34 4.99 4.18
H -3.66 5.45 2.51
H 0.10 6.41 3.17
H -1.18 7.35 3.93
H 0.50 6.26 5.48
H -2.27 5.13 6.07
H -1.01 5.62 7.20
H -1.86 6.85 6.26
H 0.78 4.23 4.35
H -0.77 3.83 4.52
C 8.60 -5.18 1.36
O 7.29 -4.95 1.84
C 6.80 -3.63 1.66
C 6.21 -3.35 0.27
C 7.28 -3.15 -0.81
N 5.29 -4.40 -0.17
H 9.24 -4.30 1.49
H 8.59 -5.48 0.31
H 9.02 -6.00 1.95
H 6.00 -3.52 2.39
H 7.57 -2.90 1.92
H 5.65 -2.42 0.34
H 7.74 -4.09 -1.12
H 6.83 -2.71 -1.70
H 8.06 -2.48 -0.46
H 4.54 -4.47 0.51
H 5.78 -5.29 -0.07
C -0.94 -2.69 -6.95
O -0.43 -1.96 -5.84
C -0.61 -0.56 -5.92
C -1.99 -0.05 -5.47
C -3.08 -0.28 -6.51
N -2.40 -0.64 -4.20
H -0.82 -2.13 -7.88
H -1.99 -2.95 -6.80
H -0.36 -3.61 -7.02
H 0.14 -0.14 -5.24
H -0.36 -0.20 -6.93
H -1.90 1.03 -5.33
H -3.40 -1.32 -6.55
H -3.96 0.31 -6.26
H -2.75 0.02 -7.51
H -1.72 -0.41 -3.48
H -2.31 -1.65 -4.29
C -5.90 2.65 -5.59
O -6.12 2.27 -6.94
C -6.85 1.07 -7.12
C -8.38 1.23 -7.04
C -8.91 1.38 -5.62
N -8.86 2.35 -7.85
H -5.76 1.78 -4.95
H -6.72 3.26 -5.21
H -5.00 3.25 -5.56
H -6.60 0.73 -8.12
H -6.49 0.30 -6.42
H -8.81 0.31 -7.45
H -8.72 2.37 -5.21
H -9.98 1.23 -5.60
H -8.45 0.64 -4.95
H -8.60 2.20 -8.82
H -8.33 3.17 -7.57
```

SMILES: CP(C)c1cc(C(F)(F)C(F)(F)C(F)(F)C(F)(F)F)cc2c1C(=O)N(CCCS)C2=O.COC[C@@H](C)N.COC[C@@H](C)N.COC[C@@H](C)N.COC[C@@H](C)N.COC[C@@H](C)N
HOMO, eV: -8.36
HOMO-LUMO gap, Eh: 0.282

Atom charges from the Löwdin analysis, given in e for atoms 1 to 2:
1 C -0.282
2 P 0.943



Formula: C37H70N18O5
Source: the Open Molecules 2025 dataset
Level of theory: wB97M-V/def2-TZVPD

```
130
Properties=species:S:1:pos:R:3
C 27.14 37.39 12.44
O 27.17 36.24 11.97
N 26.91 37.66 13.75
N 27.34 38.52 11.71
H 26.84 38.63 14.03
H 26.87 36.91 14.42
H 27.26 39.42 12.15
H 27.61 38.35 10.75
C 29.13 40.17 7.95
O 28.24 40.23 8.80
N 30.43 40.36 8.23
N 28.86 39.99 6.61
H 30.75 40.55 9.16
H 31.13 40.45 7.51
H 29.59 39.91 5.94
H 27.90 40.08 6.33
C 31.12 36.71 9.74
O 31.80 37.18 8.83
N 30.02 37.34 10.26
N 31.34 35.51 10.33
H 29.59 37.04 11.12
H 29.83 38.27 9.92
H 32.04 34.88 9.99
H 30.63 35.28 11.01
C 27.24 41.94 13.63
O 27.36 40.73 13.37
N 28.30 42.74 13.88
N 26.04 42.56 13.51
H 28.13 43.72 14.00
H 29.21 42.32 13.95
H 25.29 41.99 13.15
H 25.80 43.48 13.83
C 24.79 41.30 8.92
O 23.68 41.78 8.80
N 25.20 40.47 9.94
N 25.85 41.50 8.07
H 26.18 40.24 9.97
H 24.60 40.19 10.69
H 25.73 41.94 7.18
H 26.73 41.16 8.44
C 23.44 35.21 13.68
C 22.49 36.39 13.73
C 23.23 37.65 13.29
C 23.44 37.61 11.83
N 23.62 37.57 10.70
H 24.21 35.23 14.44
H 23.87 35.09 12.68
H 22.91 34.26 13.79
H 22.06 36.55 14.72
H 21.62 36.23 13.09
H 24.26 37.68 13.69
H 22.77 38.60 13.57
C 27.27 35.54 8.13
C 27.11 37.05 8.16
C 25.80 37.52 7.53
C 25.92 37.64 6.08
N 26.06 37.75 4.94
H 27.57 35.17 7.15
H 26.33 35.05 8.38
H 28.05 35.23 8.84
H 27.98 37.51 7.68
H 27.23 37.46 9.16
H 25.59 38.52 7.92
H 24.91 36.94 7.81
C 28.32 33.03 16.37
C 27.05 32.97 17.26
C 26.92 34.19 18.16
C 26.63 35.40 17.37
N 26.43 36.36 16.77
H 28.13 33.69 15.52
H 28.53 32.05 15.96
H 29.14 33.41 16.98
H 27.16 32.06 17.85
H 26.15 32.92 16.65
H 27.88 34.41 18.64
H 26.20 34.11 18.97
C 31.32 38.27 15.80
C 30.21 39.14 15.24
C 29.10 39.50 16.23
C 29.58 40.58 17.12
N 29.93 41.46 17.77
H 30.92 37.44 16.40
H 31.95 38.84 16.49
H 31.99 37.86 15.04
H 29.77 38.60 14.39
H 30.64 40.04 14.82
H 28.75 38.68 16.86
H 28.31 39.94 15.62
C 24.99 39.87 15.89
C 24.97 40.71 17.17
C 25.28 42.18 16.98
C 24.29 42.83 16.12
N 23.54 43.38 15.45
H 24.80 38.81 16.05
H 25.95 39.97 15.36
H 24.22 40.30 15.24
H 25.61 40.25 17.93
H 23.99 40.59 17.64
H 26.27 42.36 16.57
H 25.29 42.71 17.94
N 26.00 33.57 11.78
C 25.01 32.88 11.16
C 24.52 31.89 11.99
C 25.31 31.97 13.16
C 26.19 33.00 13.03
H 26.53 34.35 11.40
H 24.63 33.24 10.22
H 23.76 31.16 11.74
H 25.26 31.28 13.99
H 26.98 33.32 13.69
N 32.58 40.83 11.05
C 32.45 42.10 10.59
C 31.14 42.49 10.75
C 30.51 41.43 11.43
C 31.39 40.37 11.57
H 33.41 40.28 10.89
H 33.22 42.56 9.99
H 30.64 43.40 10.47
H 29.46 41.40 11.67
H 31.31 39.39 11.99
N 30.64 32.67 12.21
C 29.57 33.52 12.10
C 29.81 34.58 12.94
C 31.02 34.34 13.61
C 31.50 33.12 13.18
H 30.72 31.83 11.67
H 28.78 33.34 11.40
H 29.21 35.46 13.07
H 31.43 34.98 14.37
H 32.42 32.62 13.42
```

HOMO, eV: -8.05
HOMO-LUMO gap, Eh: 0.305

Atom charges from the Löwdin analysis, given in e for atoms 1 to 2:
1 C -0.654
2 O -0.017



> What is the HOMO-LUMO gap in the first record?

0.322 Eh



> The lowest HOMO-LUMO gap belongs to which entry?

C37H70F9N6O7PS



> The highest HOMO belongs to which entry?

C37H70N18O5



> Among the records above, which one has the highest HOMO-LUMO gap?

C37H70BN3O14S6